# 1
DFT (ωB97M-V/def2-TZVPD) results for a cluster of 3 separate species, C44H41N3O6P in total.

```
95
Properties=species:S:1:pos:R:3:lowdin_charge:R:1
C 4.118 -1.024 0.104 0.05
C 3.889 -1.173 -1.073 -0.23
C 3.612 -1.622 -2.482 -0.30
P 1.742 -1.979 -2.891 0.52
N 1.320 -0.577 -1.806 -0.14
C 2.329 -3.377 -4.084 -0.37
C 2.766 -4.715 -3.414 -0.20
C -0.106 -2.168 -3.417 -0.31
C -0.542 -1.140 -4.511 -0.24
C -2.061 -0.738 -4.406 -0.25
N -2.422 -0.216 -3.074 -0.08
C -3.870 -0.121 -2.867 -0.18
C -4.591 -1.467 -2.855 -0.14
C -3.977 -2.720 -2.856 -0.04
C -4.672 -3.947 -2.883 -0.07
C -6.080 -3.880 -2.909 -0.10
C -6.732 -2.637 -2.867 -0.03
C -6.015 -1.436 -2.839 -0.28
O -6.653 -0.199 -2.798 0.01
N 1.574 -3.211 -1.538 0.02
C 0.978 -2.825 -0.563 -0.44
O 0.257 -2.553 0.338 0.07
H 4.314 -0.917 1.157 0.01
H 3.931 -0.784 -3.143 0.07
H 4.290 -2.463 -2.710 0.06
H 1.889 -1.062 -4.021 0.00
H 1.778 0.223 -2.249 0.01
H 0.326 -0.349 -1.887 0.01
H 1.600 -3.615 -4.885 0.06
H 3.232 -2.975 -4.600 0.06
H 3.266 -5.325 -4.211 0.05
H 1.928 -5.339 -3.056 0.05
H 3.548 -4.578 -2.642 0.05
H -0.296 -3.180 -3.841 0.07
H -0.813 -2.057 -2.567 0.04
H 0.021 -0.190 -4.492 0.08
H -0.464 -1.672 -5.482 0.10
H -2.173 0.120 -5.125 0.11
H -2.725 -1.531 -4.785 0.11
H -2.006 0.710 -3.021 0.11
H -4.015 0.321 -1.853 0.11
H -4.292 0.619 -3.581 0.12
H -2.877 -2.784 -2.866 0.10
H -4.154 -4.914 -2.911 0.10
H -6.667 -4.805 -2.955 0.10
H -7.829 -2.556 -2.885 0.11
H -6.648 0.075 -1.869 0.11
C 7.743 7.577 0.878 -0.07
C 7.528 7.329 2.231 -0.07
C 6.571 6.408 2.625 -0.01
C 5.815 5.739 1.669 -0.08
C 6.014 6.005 0.314 -0.08
C 6.987 6.918 -0.078 -0.01
C 5.180 5.334 -0.721 -0.28
O 5.358 5.566 -1.901 0.10
C 4.125 4.387 -0.281 -0.09
C 3.299 3.793 -1.229 0.00
C 2.320 2.897 -0.831 -0.05
C 2.166 2.582 0.515 -0.04
C 2.982 3.174 1.465 0.00
C 3.958 4.085 1.073 -0.09
C 4.802 4.739 2.104 -0.28
O 4.670 4.470 3.282 0.10
H 8.497 8.291 0.571 0.10
H 8.111 7.855 2.978 0.10
H 6.409 6.213 3.677 0.12
H 7.152 7.116 -1.129 0.12
H 3.418 4.032 -2.278 0.12
H 1.675 2.439 -1.570 0.10
H 1.405 1.876 0.821 0.11
H 2.857 2.930 2.512 0.12
C -4.270 -1.306 8.596 -0.07
C -3.035 -1.947 8.643 -0.07
C -2.289 -2.104 7.485 0.00
C -2.779 -1.630 6.273 -0.08
C -4.027 -1.009 6.222 -0.08
C -4.765 -0.839 7.389 -0.01
C -4.588 -0.541 4.926 -0.28
O -5.675 0.004 4.886 0.09
C -3.800 -0.759 3.688 -0.09
C -4.333 -0.380 2.463 -0.01
C -3.600 -0.567 1.301 -0.05
C -2.327 -1.126 1.357 -0.03
C -1.791 -1.513 2.575 0.02
C -2.528 -1.340 3.743 -0.08
C -1.959 -1.789 5.040 -0.28
O -0.851 -2.282 5.099 0.11
H -4.848 -1.176 9.503 0.10
H -2.655 -2.323 9.585 0.10
H -1.327 -2.598 7.525 0.12
H -5.727 -0.345 7.354 0.12
H -5.321 0.059 2.413 0.12
H -4.020 -0.275 0.346 0.09
H -1.753 -1.266 0.449 0.10
H -0.803 -1.952 2.612 0.11
```

As for the max |F|: 2.4 eV/A. As for the multiplicity: 1. The calculation puts the total energy at -72336.402 eV. For the energy above the lowest of the compared OMol25 structures with the same formula, charge and spin, the calculation gives 0.000 eV. As for the net charge: -1. As for the frontier orbital gap: 5.3 eV. The HOMO energy comes out at -4.592 eV.

---

# 2
DFT (ωB97M-V/def2-TZVPD) results for a structure of composition C2HCl3S.

```
7
Properties=species:S:1:pos:R:3:nbo_charge:R:1
C 0.576 -0.626 -0.542 -0.40
C -0.419 0.487 0.655 -0.34
S 1.304 0.133 0.913 0.31
Cl 0.813 0.028 -2.097 0.06
Cl -0.904 1.978 -0.051 0.07
Cl -1.613 -0.352 1.575 0.06
H 0.244 -1.647 -0.453 0.23
```

As for the max |F|: 4.0 eV/A. As for the multiplicity: 1. The calculation puts the total energy at -50490.796 eV. For the energy above the lowest of the compared OMol25 structures with the same formula, charge and spin, the calculation gives 0.888 eV. As for the frontier orbital gap: 9.6 eV. The HOMO energy comes out at -9.166 eV.

---

# 3
DFT (ωB97M-V/def2-TZVPD) results for a cluster of 2 separate species, C3H10S2 in total.

```
15
Properties=species:S:1:pos:R:3:nbo_charge:R:1
C 1.350 -3.798 -1.711 -0.77
S 1.263 -2.007 -1.700 -0.01
H 1.877 -4.148 -2.625 0.22
H 1.731 -4.148 -0.717 0.23
H 0.202 -4.362 -1.685 0.23
H 2.515 -1.894 -1.386 0.10
C -0.552 3.265 0.101 -0.74
S -1.907 2.065 0.403 0.15
C -1.414 1.289 2.038 -0.76
H 0.048 2.977 -0.793 0.21
H 0.167 3.193 0.943 0.23
H -1.042 4.153 -0.221 0.23
H -0.887 0.250 1.904 0.23
H -0.912 2.027 2.664 0.22
H -2.439 1.139 2.787 0.23
```

As for the max |F|: 3.9 eV/A. As for the multiplicity: 1. The calculation puts the total energy at -24941.671 eV. For the energy above the lowest of the compared OMol25 structures with the same formula, charge and spin, the calculation gives 2.026 eV. The SMILES is CSC.CS. As for the frontier orbital gap: 9.3 eV. The HOMO energy comes out at -8.394 eV.

---

# 4
DFT (ωB97M-V/def2-TZVPD) results for a structure of composition C38H36I2N6O3TeTi.

```
87
Properties=species:S:1:pos:R:3:lowdin_spin:R:1
Ti 1.270 -1.035 -0.284 1.06
I -3.615 -6.359 -1.458 0.00
C -2.633 -4.615 -0.890 0.00
C -2.492 -4.315 0.455 0.00
C -1.815 -3.162 0.819 0.00
I -1.588 -2.717 2.836 0.00
C -1.275 -2.297 -0.127 0.01
O -0.632 -1.190 0.219 0.01
C -1.447 -2.608 -1.482 0.00
C -0.912 -1.665 -2.537 0.00
N 0.504 -1.257 -2.388 0.02
C 1.462 -2.248 -2.946 0.02
C 1.468 -3.441 -2.034 0.13
C 1.390 -4.723 -2.483 0.02
C 1.319 -5.799 -1.574 0.25
C 1.289 -5.452 -0.209 0.03
C 1.364 -4.152 0.191 0.15
N 1.475 -3.080 -0.687 0.17
C -2.110 -3.765 -1.855 0.00
H -2.892 -4.973 1.214 0.00
H -1.048 -2.132 -3.519 0.00
H -1.494 -0.738 -2.517 0.00
H 0.637 -0.326 -2.788 0.00
H 1.194 -2.546 -3.966 0.00
H 2.451 -1.783 -2.961 0.01
H 1.363 -4.897 -3.553 0.00
H 1.253 -6.823 -1.904 0.02
H 1.186 -6.214 0.553 0.00
H 1.305 -3.890 1.241 0.01
H -2.206 -4.009 -2.905 0.00
C 4.165 1.198 0.315 0.00
C 3.677 0.756 -1.038 0.01
O 3.071 -0.315 -1.203 0.01
N 3.949 1.565 -2.076 0.00
C 3.320 1.425 -3.390 0.00
C 1.999 2.155 -3.437 0.00
C 1.905 3.487 -3.818 0.00
C 0.671 4.113 -3.706 0.00
C -0.405 3.396 -3.211 0.00
C -0.220 2.059 -2.877 0.00
N 0.954 1.449 -3.004 0.00
H 4.294 0.329 0.953 0.00
H 3.397 1.840 0.752 0.00
H 5.103 1.750 0.244 0.00
H 4.277 2.487 -1.825 0.00
H 3.156 0.367 -3.580 0.00
H 4.021 1.808 -4.132 0.00
H 2.772 4.017 -4.191 0.00
H 0.556 5.149 -3.997 0.00
H -1.379 3.850 -3.091 0.00
H -1.036 1.462 -2.480 0.00
O 1.072 0.824 0.342 0.03
C 0.810 1.258 1.548 0.01
C 0.163 2.501 1.706 0.00
C -0.098 3.020 2.954 0.00
C 0.260 2.316 4.109 0.00
C 0.916 1.110 3.970 0.00
C 1.221 0.577 2.715 0.00
C 2.074 -0.620 2.611 0.01
N 2.348 -1.314 1.519 0.00
C 3.328 -2.231 1.848 0.01
C 3.639 -2.096 3.159 0.00
N 2.840 -1.072 3.628 0.00
H -0.132 3.025 0.807 0.00
H -0.601 3.975 3.036 0.00
H 0.029 2.706 5.090 0.00
H 1.192 0.567 4.868 0.00
H 3.715 -2.916 1.114 0.00
H 4.330 -2.623 3.791 0.00
H 2.803 -0.735 4.574 0.00
C -4.912 1.850 0.164 0.00
Te -3.257 0.500 0.233 0.00
C -3.157 1.116 2.265 0.00
C -3.803 2.476 2.312 0.00
C -3.567 3.359 3.360 0.00
C -4.186 4.599 3.390 0.00
C -5.057 4.959 2.370 0.00
C -5.301 4.080 1.326 0.00
C -4.675 2.838 1.284 0.00
H -5.846 1.306 0.300 0.00
H -4.946 2.345 -0.805 0.00
H -2.117 1.136 2.592 0.00
H -3.696 0.388 2.871 0.00
H -2.892 3.069 4.156 0.00
H -3.987 5.284 4.204 0.00
H -5.545 5.925 2.388 0.00
H -5.982 4.360 0.532 0.00
```

As for the max |F|: 1.5 eV/A. As for the multiplicity: 3. The calculation puts the total energy at -101687.558 eV. For the energy above the lowest of the compared OMol25 structures with the same formula, charge and spin, the calculation gives 0.453 eV. As for the frontier orbital gap (alpha / beta): 4.4 / 7.2 eV. The HOMO energy (alpha / beta) comes out at -4.254 / -7.066 eV.

---

# 5
DFT (ωB97M-V/def2-TZVPD) results for a cluster of 3 separate species, C10H22Br4ClFOP in total.

```
40
Properties=species:S:1:pos:R:3:nbo_charge:R:1
C 2.198 0.191 1.944 -0.62
C 1.440 0.150 0.609 -0.44
C 0.853 1.492 0.168 -0.05
O -0.478 1.230 -0.468 -0.80
P -1.774 1.282 0.357 2.07
F -2.766 2.193 -0.401 -0.51
C -2.575 -0.256 0.583 -0.87
C -3.929 -0.123 1.330 -0.41
C -3.901 0.717 2.589 -0.39
Cl -2.581 0.211 3.673 -0.05
H 2.001 -0.741 2.466 0.22
H 1.832 0.996 2.577 0.20
H 3.268 0.275 1.818 0.24
H 0.593 -0.523 0.723 0.20
H 2.082 -0.208 -0.188 0.24
H 0.733 2.194 0.990 0.19
H 1.420 1.972 -0.618 0.23
H -1.511 1.888 1.579 -0.04
H -2.783 -0.716 -0.384 0.31
H -1.909 -0.933 1.114 0.29
H -4.655 0.306 0.643 0.24
H -4.232 -1.136 1.571 0.25
H -3.766 1.778 2.392 0.21
H -4.838 0.618 3.122 0.25
Br 4.310 2.005 -0.207 -0.06
C 6.249 2.018 -0.411 -0.42
C 6.828 0.648 -0.190 -0.46
Br 6.802 0.151 1.687 0.00
H 6.621 2.749 0.298 0.24
H 6.439 2.361 -1.425 0.24
H 7.871 0.627 -0.496 0.24
H 6.279 -0.122 -0.723 0.23
Br -5.009 -1.513 -3.243 -0.01
C -3.294 -2.268 -3.760 -0.45
C -3.086 -3.648 -3.198 -0.44
Br -2.751 -3.595 -1.280 -0.03
H -2.537 -1.571 -3.416 0.22
H -3.290 -2.297 -4.847 0.24
H -2.209 -4.110 -3.643 0.24
H -3.948 -4.292 -3.334 0.24
```

As for the max |F|: 0.8 eV/A. As for the multiplicity: 1. The calculation puts the total energy at -317468.172 eV. As for the net charge: +1. As for the frontier orbital gap: 9.6 eV. The HOMO energy comes out at -12.305 eV.

---

# 6
DFT (ωB97M-V/def2-TZVPD) results for a structure of composition C42H41Cl2N4O4STeTi.

```
96
Properties=species:S:1:pos:R:3:lowdin_charge:R:1
Ti 0.572 1.121 0.167 1.01
C 5.329 -2.604 -3.436 -0.02
C 4.352 -1.591 -2.907 -0.23
C 3.404 -0.999 -3.738 0.06
C 2.518 -0.040 -3.242 -0.10
C 1.710 0.871 -4.030 0.06
N 0.871 0.622 -4.972 0.12
C 0.271 -0.673 -5.342 -0.10
C -0.967 -0.973 -4.492 -0.15
C -2.051 0.103 -4.393 -0.13
N -1.727 1.134 -3.389 0.08
C -2.127 2.364 -3.434 0.04
C -1.887 3.398 -2.476 -0.09
C -2.384 4.684 -2.767 0.05
C -2.134 5.784 -1.967 -0.23
C -2.681 7.147 -2.289 -0.02
C -1.308 5.582 -0.861 0.07
C -0.787 4.332 -0.531 -0.10
C 0.167 4.216 0.548 -0.02
N 0.842 3.179 0.901 -0.01
C 1.872 3.454 1.935 -0.16
C 2.074 2.301 2.903 -0.17
C 2.995 1.233 2.341 -0.18
N 2.611 0.780 0.979 -0.05
C 3.557 0.193 0.335 -0.09
C 3.492 -0.274 -1.038 -0.15
C 4.404 -1.185 -1.573 0.06
C 2.528 0.279 -1.876 -0.29
O 1.624 1.118 -1.432 -0.19
C -1.121 3.211 -1.300 -0.23
O -0.717 2.028 -0.945 -0.25
H 5.244 -2.714 -4.515 0.09
H 5.155 -3.581 -2.984 0.10
H 6.354 -2.313 -3.208 0.10
H 3.411 -1.237 -4.796 0.14
H 1.821 1.926 -3.791 0.17
H 0.466 1.430 -5.430 0.17
H 1.010 -1.457 -5.202 0.13
H 0.032 -0.617 -6.403 0.14
H -0.661 -1.248 -3.480 0.08
H -1.428 -1.863 -4.923 0.13
H -2.970 -0.383 -4.066 0.11
H -2.256 0.592 -5.348 0.14
H -1.291 0.783 -2.525 0.04
H -2.682 2.648 -4.327 0.16
H -2.986 4.814 -3.660 0.14
H -3.470 7.089 -3.036 0.09
H -1.897 7.797 -2.678 0.10
H -3.094 7.622 -1.400 0.09
H -1.051 6.433 -0.239 0.14
H 0.368 5.152 1.073 0.15
H 1.585 4.349 2.487 0.13
H 2.807 3.677 1.413 0.14
H 1.103 1.899 3.185 0.09
H 2.536 2.684 3.814 0.14
H 3.035 0.366 3.005 0.12
H 4.005 1.646 2.283 0.13
H 4.509 0.034 0.847 0.16
H 5.172 -1.602 -0.930 0.14
Cl 1.493 -2.022 0.774 0.80
C 0.224 -2.985 0.083 -0.62
C 0.300 -4.361 0.218 -0.10
C -0.695 -5.143 -0.336 -0.06
C -1.746 -4.542 -1.012 -0.09
C -1.795 -3.164 -1.130 -0.66
Cl -3.148 -2.478 -1.974 0.72
C -0.805 -2.330 -0.586 -0.63
S -0.964 -0.589 -0.770 0.77
H 1.132 -4.804 0.748 0.12
H -0.654 -6.220 -0.246 0.12
H -2.535 -5.136 -1.452 0.12
Te 0.030 -1.215 3.789 1.93
C -0.737 -3.118 3.459 -0.44
C -1.994 -3.280 2.887 -0.10
C -2.475 -4.568 2.717 -0.04
C -1.717 -5.658 3.130 -0.04
C -0.463 -5.478 3.697 -0.05
C 0.044 -4.195 3.858 -0.13
C -1.323 -0.459 5.166 -0.44
C -2.654 -0.242 4.825 -0.10
C -3.518 0.207 5.810 -0.04
C -3.053 0.420 7.104 -0.03
C -1.722 0.203 7.427 -0.05
C -0.838 -0.234 6.451 -0.13
H -2.586 -2.430 2.571 0.11
H -3.450 -4.720 2.275 0.12
H -2.111 -6.659 3.012 0.12
H 0.120 -6.329 4.018 0.12
H 1.026 -4.052 4.295 0.11
H -3.007 -0.403 3.815 0.10
H -4.557 0.387 5.570 0.12
H -3.739 0.764 7.867 0.12
H -1.368 0.376 8.434 0.12
H 0.205 -0.396 6.700 0.10
O -0.202 0.662 1.789 -0.47
O -0.850 -0.528 2.177 -0.55
```

As for the max |F|: 0.5 eV/A. As for the multiplicity: 1. The calculation puts the total energy at -124635.952 eV. For the energy above the lowest of the compared OMol25 structures with the same formula, charge and spin, the calculation gives 1.243 eV. As for the net charge: +3. As for the frontier orbital gap: 6.6 eV. The HOMO energy comes out at -14.716 eV.

---

# 7
DFT (ωB97M-V/def2-TZVPD) results for a structure of composition C17H8Br4NO2V.

```
33
Properties=species:S:1:pos:R:3:nbo_charge:R:1
V -0.131 -0.850 0.037 1.22
Br -5.330 -0.490 -3.586 0.07
C -4.111 -0.959 -2.216 -0.16
C -4.555 -1.117 -0.912 -0.17
Br -6.383 -0.851 -0.493 0.07
C -3.645 -1.443 0.087 -0.14
Br -4.188 -1.569 1.906 0.06
C -2.283 -1.640 -0.168 0.17
O -1.438 -2.009 0.730 -0.68
C -1.812 -1.385 -1.508 0.27
O -0.536 -1.416 -1.714 -0.68
C -2.749 -1.077 -2.493 -0.18
Br -2.089 -0.773 -4.249 0.07
C -0.451 3.242 0.248 -0.29
C 0.808 3.645 0.723 -0.27
C 1.776 2.675 0.914 -0.21
C 1.511 1.346 0.611 0.12
N 0.283 0.964 0.112 -0.59
C -0.657 1.918 -0.040 0.03
C 2.395 0.216 0.780 -0.02
C 3.710 0.278 1.249 -0.23
C 4.458 -0.876 1.362 -0.24
C 3.896 -2.099 1.008 -0.25
C 2.586 -2.163 0.554 -0.20
C 1.793 -1.025 0.433 -0.36
H -1.244 3.962 0.118 0.21
H 1.010 4.683 0.937 0.20
H 2.741 2.946 1.313 0.20
H -1.626 1.580 -0.407 0.19
H 4.134 1.233 1.541 0.19
H 5.479 -0.821 1.723 0.19
H 4.488 -2.999 1.110 0.19
H 2.160 -3.127 0.289 0.19
```

As for the max |F|: 2.5 eV/A. As for the multiplicity: 4. The calculation puts the total energy at -329203.244 eV. As for the net charge: -1. As for the frontier orbital gap (alpha / beta): 4.8 / 7.6 eV. The HOMO energy (alpha / beta) comes out at -2.453 / -5.193 eV.

---

# 8
DFT (ωB97M-V/def2-TZVPD) results for a structure of composition C3H12ClN6NiO3.

```
26
Properties=species:S:1:pos:R:3:nbo_charge:R:1
Ni -0.013 2.034 -2.548 1.39
Cl -0.637 3.641 -3.860 -0.65
C 0.900 -0.667 -2.382 0.78
O 1.835 -0.008 -2.844 -0.61
N 0.738 -1.832 -1.841 -0.77
N -0.362 0.034 -2.629 -0.98
H -0.213 -1.874 -1.479 0.44
H 1.522 -2.461 -1.667 0.45
H -0.570 0.098 -3.604 0.42
H -1.294 -0.322 -2.275 0.42
C 0.480 2.089 0.724 0.79
O 1.628 1.795 0.798 -0.55
N 0.007 2.754 -0.542 -0.98
N -0.494 2.074 1.635 -0.82
H 0.690 3.515 -0.659 0.43
H -0.912 3.203 -0.400 0.40
H -0.185 1.883 2.551 0.43
H -1.429 2.170 1.279 0.41
C -0.408 -2.116 2.025 0.79
O -0.963 -1.744 0.958 -0.73
N 0.509 -3.124 2.096 -0.83
N -0.739 -1.504 3.211 -0.83
H 0.795 -3.591 2.950 0.41
H 0.518 -3.709 1.294 0.40
H -0.058 -1.613 3.967 0.39
H -1.346 -0.727 3.242 0.40
```

As for the max |F|: 4.2 eV/A. As for the multiplicity: 3. The calculation puts the total energy at -71950.828 eV. For the energy above the lowest of the compared OMol25 structures with the same formula, charge and spin, the calculation gives 0.000 eV. As for the net charge: +1. As for the frontier orbital gap (alpha / beta): 10.2 / 8.2 eV. The HOMO energy (alpha / beta) comes out at -13.299 / -13.299 eV.

---

> Which of these has the lowest total energy?

C17H8Br4NO2V

---

> The highest max |F| belongs to which entry?

C3H12ClN6NiO3

---

> Which value of multiplicity does entry 5 give?

1